[1]
Formula: C17H38Cl14NO5P2
Source: the OMol25 dataset
Level of theory: ωB97M-V with the def2-TZVPD basis set

Gap between HOMO and LUMO = 6.489 eV
Net charge = -1

```
77
Properties=species:S:1:pos:R:3:mulliken_charge:R:1
C 1.284 -0.504 -1.406 -0.632
P 0.022 0.915 -1.494 0.980
C -1.220 -0.182 -0.409 -1.104
C -2.362 -0.740 -1.175 0.172
O -2.260 -1.527 -2.092 -0.543
O -3.643 -0.339 -0.765 -0.318
O 0.726 1.653 -0.003 -0.119
N 1.556 2.717 -0.231 0.015
O 2.696 2.392 -0.325 -0.435
P -1.556 2.508 -1.645 0.510
O -1.162 3.906 -1.242 -0.546
H 0.815 -1.488 -1.512 -0.352
H 2.053 -0.436 -2.184 0.327
H 1.803 -0.464 -0.449 0.054
H 0.880 1.698 -2.358 0.135
H -0.536 0.298 -2.690 -0.281
H -0.699 -0.974 0.125 0.689
H -1.658 0.467 0.354 0.432
H -3.978 0.274 -1.431 0.272
H -1.914 2.557 -3.029 -0.021
H -2.682 2.143 -0.884 -0.321
Cl 0.888 4.437 1.538 -0.043
C 0.365 6.014 0.923 -0.506
C 0.045 6.993 2.025 -0.431
Cl -1.416 6.537 2.944 -0.200
H -0.490 5.840 0.271 0.301
H 1.183 6.405 0.319 0.283
H -0.148 7.977 1.597 0.328
H 0.867 7.080 2.732 0.306
Cl 2.533 -0.149 2.769 -0.186
C 3.572 1.259 2.447 0.059
C 4.202 1.804 3.703 -0.490
Cl 3.007 2.557 4.794 -0.204
H 2.971 2.009 1.940 -0.166
H 4.351 0.927 1.762 0.309
H 4.923 2.578 3.443 0.331
H 4.717 1.025 4.260 0.330
Cl 1.426 -3.894 -4.936 -0.240
C 0.105 -2.731 -4.600 0.125
C 0.315 -1.410 -5.292 -0.501
Cl 1.688 -0.512 -4.608 -0.152
H 0.032 -2.605 -3.523 -0.206
H -0.816 -3.190 -4.954 0.360
H -0.569 -0.788 -5.157 0.257
H 0.490 -1.535 -6.359 0.412
Cl -3.728 3.947 0.161 -0.063
C -5.243 3.960 1.088 -0.555
C -5.918 2.612 1.031 -0.120
Cl -6.537 2.235 -0.602 -0.219
H -5.883 4.749 0.699 0.352
H -4.991 4.201 2.121 0.288
H -6.774 2.593 1.703 0.419
H -5.238 1.816 1.318 -0.125
Cl 3.473 -2.880 -0.042 -0.166
C 2.765 -4.506 0.078 -0.093
C 1.776 -4.747 -1.031 -0.491
Cl 0.332 -3.719 -0.851 -0.100
H 2.302 -4.602 1.057 0.315
H 3.580 -5.225 0.014 -0.031
H 1.441 -5.784 -1.014 0.382
H 2.212 -4.542 -2.007 0.223
Cl -5.633 0.128 2.893 -0.149
C -6.329 -1.508 2.958 -0.495
C -7.272 -1.760 1.811 -0.410
Cl -8.759 -0.782 1.937 -0.194
H -6.824 -1.628 3.919 0.364
H -5.497 -2.209 2.912 0.297
H -7.578 -2.805 1.810 0.334
H -6.802 -1.536 0.856 0.257
Cl 6.073 -6.578 0.117 -0.213
C 7.122 -5.169 -0.196 -0.404
C 7.765 -4.648 1.064 -0.436
Cl 6.578 -3.905 2.161 -0.153
H 6.521 -4.403 -0.682 0.275
H 7.892 -5.497 -0.893 0.330
H 8.490 -3.876 0.812 0.282
H 8.278 -5.439 1.605 0.308
```

---

[2]
Formula: C4H7NO2
Source: the OMol25 dataset
Level of theory: ωB97M-V with the def2-TZVPD basis set

Relative energy (zero: lowest compared OMol25 entry of this formula, charge and spin) = 1.553 eV
Gap between HOMO and LUMO = 10.811 eV
Structure (SMILES) = NC(=O)C[C@H]1CO1

```
14
Properties=species:S:1:pos:R:3:mulliken_charge:R:1
N -0.228 -1.983 1.388 -0.404
C 0.032 -0.671 1.109 0.463
O 0.964 -0.077 1.620 -0.596
C -0.892 0.016 0.119 -0.641
C -0.162 1.173 -0.554 0.176
C 1.043 1.138 -1.391 -0.346
O -0.252 1.269 -1.966 -0.480
H 0.531 -2.490 1.817 0.248
H -0.919 -2.514 0.883 0.214
H -1.750 0.432 0.666 0.281
H -1.316 -0.689 -0.605 0.312
H -0.296 2.113 -0.021 0.331
H 1.606 0.232 -1.616 0.211
H 1.639 2.051 -1.450 0.231
```

---

[3]
Formula: C4H9N2
Source: the OMol25 dataset
Level of theory: ωB97M-V with the def2-TZVPD basis set

Relative energy (zero: lowest compared OMol25 entry of this formula, charge and spin) = 7.129 eV
Gap between HOMO and LUMO (alpha / beta) = 8.439 / 9.497 eV
Net charge = +1

```
15
Properties=species:S:1:pos:R:3:mulliken_charge:R:1
C -0.601 -0.468 -0.786 0.067
C 2.313 0.953 -0.024 -0.277
C 2.445 -0.446 0.430 -0.148
C -2.668 0.232 0.143 -0.703
N 1.856 -0.146 -0.825 -0.254
N -1.232 0.273 0.003 -0.041
H -0.954 -1.168 -1.517 0.325
H 1.538 1.621 0.320 0.124
H 3.158 1.484 -0.542 0.233
H 3.273 -1.079 0.396 0.293
H 1.881 -0.599 1.377 0.195
H -2.834 0.249 1.302 0.301
H -2.987 -0.679 -0.337 0.289
H -3.204 1.041 -0.227 0.325
H -0.507 0.823 0.580 0.271
```

---

[4]
Formula: C34H32FGeNReS2Si
Source: the OMol25 dataset
Level of theory: ωB97M-V with the def2-TZVPD basis set

Relative energy (zero: lowest compared OMol25 entry of this formula, charge and spin) = 0.379 eV
Gap between HOMO and LUMO = 7.319 eV
Net charge = +1

```
73
Properties=species:S:1:pos:R:3:mulliken_charge:R:1
Re 0.679 0.764 0.750 0.115
C 4.228 0.966 2.244 -1.024
Si 3.574 -0.152 0.908 0.087
C 3.274 0.808 -0.680 -0.837
C 4.576 -1.697 0.738 -1.135
N 1.872 -0.594 1.335 1.184
C 1.610 -1.637 2.271 -0.992
C 1.513 -2.960 1.858 0.099
C 1.251 -3.963 2.778 -0.769
C 1.083 -3.652 4.120 -0.566
C 1.178 -2.336 4.550 -0.676
C 1.444 -1.353 3.621 0.777
F 1.537 -0.070 4.022 -0.324
H 5.037 1.590 1.857 0.418
H 4.623 0.401 3.090 0.314
H 3.444 1.625 2.621 0.318
H 4.148 1.423 -0.905 0.568
H 2.449 1.546 -0.662 0.359
H 3.071 0.152 -1.527 -0.002
H 5.637 -1.442 0.684 0.400
H 4.321 -2.277 -0.151 0.316
H 4.429 -2.330 1.615 0.367
H 1.627 -3.186 0.806 0.295
H 1.171 -4.988 2.442 0.476
H 0.879 -4.434 4.838 0.435
H 1.055 -2.063 5.589 0.505
S 0.500 2.982 0.463 -0.403
C -1.075 3.655 0.942 0.671
C -1.213 4.996 0.565 -0.691
C -2.393 5.680 0.770 -0.748
C -3.466 5.037 1.372 -0.644
C -3.342 3.722 1.771 -0.760
C -2.154 3.021 1.560 0.734
S -2.231 1.367 2.223 -0.239
H -0.374 5.491 0.094 0.451
H -2.475 6.713 0.460 0.418
H -4.399 5.559 1.533 0.428
H -4.175 3.219 2.247 0.410
C -0.791 0.778 1.654 0.735
Ge -0.710 -0.213 -1.171 0.619
C -1.405 -1.966 -0.686 0.231
C -1.801 -2.808 -1.728 -0.203
C -2.360 -4.049 -1.463 -0.746
C -2.528 -4.468 -0.150 -0.551
C -2.137 -3.643 0.894 -0.686
C -1.580 -2.399 0.626 0.018
C -2.188 1.021 -1.479 0.470
C -3.478 0.589 -1.171 -0.262
C -4.564 1.443 -1.315 -0.804
C -4.373 2.738 -1.774 -0.543
C -3.095 3.179 -2.088 -1.093
C -2.011 2.328 -1.933 -0.114
C 0.577 -0.424 -2.621 0.377
C 1.327 -1.600 -2.673 -0.418
C 2.334 -1.759 -3.614 -0.696
C 2.608 -0.738 -4.514 -0.515
C 1.865 0.434 -4.478 -0.786
C 0.855 0.588 -3.538 -0.208
H -1.673 -2.496 -2.760 0.454
H -2.664 -4.689 -2.281 0.427
H -2.964 -5.436 0.059 0.397
H -2.262 -3.967 1.920 0.460
H -1.270 -1.776 1.457 0.185
H -3.642 -0.423 -0.818 0.364
H -5.560 1.092 -1.077 0.441
H -5.220 3.401 -1.893 0.443
H -2.941 4.188 -2.448 0.444
H -1.017 2.703 -2.151 0.384
H 1.118 -2.406 -1.976 0.313
H 2.902 -2.680 -3.650 0.429
H 3.392 -0.859 -5.250 0.398
H 2.068 1.226 -5.188 0.447
H 0.279 1.505 -3.531 0.254
```

---

[5]
Formula: C6H11N3O
Source: the OMol25 dataset
Level of theory: ωB97M-V with the def2-TZVPD basis set

Relative energy (zero: lowest compared OMol25 entry of this formula, charge and spin) = 5.303 eV
Gap between HOMO and LUMO = 7.383 eV

```
21
Properties=species:S:1:pos:R:3:mulliken_charge:R:1
C -0.807 0.355 -0.648 1.067
C -0.989 1.852 -0.787 -1.536
C -1.457 -0.450 -1.747 -1.506
C 2.420 -0.872 1.655 -0.891
N -1.323 -0.086 0.666 -0.214
N 1.234 -0.212 1.113 -0.370
C -0.549 -1.014 1.166 0.519
C 1.023 0.050 -0.669 0.278
O -0.439 -2.185 1.223 -0.371
N 1.707 -0.173 -1.592 -0.774
H -2.001 0.431 1.239 0.346
H 1.085 0.702 1.523 0.294
H -2.046 2.129 -0.674 0.420
H -0.434 2.414 -0.033 0.350
H -0.656 2.174 -1.773 0.377
H -0.999 -0.204 -2.705 0.361
H -1.345 -1.519 -1.568 0.356
H -2.530 -0.228 -1.800 0.370
H 2.443 -1.876 1.233 0.290
H 3.339 -0.322 1.439 0.305
H 2.325 -0.965 2.738 0.332
```

---

[6]
Formula: H12O6
Source: the OMol25 dataset
Level of theory: ωB97M-V with the def2-TZVPD basis set

Relative energy (zero: lowest compared OMol25 entry of this formula, charge and spin) = 1.597 eV
Gap between HOMO and LUMO = 10.892 eV
Structure (SMILES) = O.O.O.O.O.O

```
18
Properties=species:S:1:pos:R:3:mulliken_charge:R:1
O 21.071 -18.640 5.700 -0.736
H 21.902 -18.839 5.270 0.417
H 21.279 -18.562 6.626 0.303
O 24.355 -18.089 3.234 -0.704
H 23.396 -18.153 2.992 0.280
H 24.438 -18.829 3.832 0.452
O 25.816 -16.462 5.248 -0.616
H 25.729 -16.837 6.105 0.293
H 25.228 -17.069 4.800 0.345
O 21.194 -21.223 6.533 -0.633
H 21.006 -20.447 6.019 0.383
H 21.734 -21.033 7.263 0.268
O 21.914 -21.074 3.460 -0.589
H 21.017 -20.852 3.310 0.298
H 22.144 -21.357 2.566 0.272
O 23.708 -19.608 5.131 -0.669
H 23.284 -20.366 4.628 0.375
H 24.117 -19.892 5.976 0.262
```

---

[7]
Formula: C19H23CoN7OSe
Source: the OMol25 dataset
Level of theory: ωB97M-V with the def2-TZVPD basis set

Relative energy (zero: lowest compared OMol25 entry of this formula, charge and spin) = 0.000 eV
2S+1 = 2
Gap between HOMO and LUMO (alpha / beta) = 8.049 / 8.041 eV
Net charge = +2

```
52
Properties=species:S:1:pos:R:3:mulliken_charge:R:1
Co -0.475 0.471 0.138 -0.231
N -7.725 0.665 0.919 -0.333
C -6.591 0.640 0.747 -0.305
C -5.171 0.604 0.542 0.742
C -4.417 1.773 0.625 -0.665
C -3.054 1.688 0.440 -0.352
N -2.431 0.530 0.182 0.284
C -3.160 -0.589 0.087 -0.307
C -4.529 -0.597 0.260 -0.614
H -4.885 2.726 0.826 0.516
H -2.436 2.576 0.488 0.525
H -2.625 -1.501 -0.143 0.586
H -5.084 -1.520 0.176 0.525
Se -0.753 1.577 -3.084 0.304
N -0.518 0.328 -1.804 -0.196
C -0.457 -0.861 -2.390 1.534
C -0.261 -2.108 -1.732 -0.329
C -0.233 -3.233 -2.493 -0.885
C -0.390 -3.200 -3.919 -0.628
C -0.565 -2.034 -4.582 -0.642
C -0.602 -0.820 -3.827 0.317
N -0.764 0.377 -4.355 -0.708
H -0.116 -2.157 -0.658 0.548
H -0.081 -4.194 -2.017 0.432
H -0.358 -4.134 -4.462 0.436
H -0.677 -1.983 -5.656 0.495
C 4.698 0.706 1.200 -1.584
C 4.037 0.000 0.006 1.840
C 4.253 -1.521 0.076 -1.586
C 4.553 0.567 -1.327 -1.568
C 2.594 0.249 0.072 0.072
N 1.470 0.470 0.120 -0.096
H 5.772 0.536 1.144 0.416
H 4.339 0.305 2.148 0.386
H 4.522 1.781 1.175 0.391
H 5.324 -1.715 0.022 0.433
H 3.772 -2.031 -0.759 0.377
H 3.879 -1.934 1.013 0.389
H 5.627 0.392 -1.378 0.416
H 4.379 1.641 -1.397 0.399
H 4.086 0.073 -2.178 0.390
C 0.037 2.865 2.542 -0.740
N -0.461 1.860 3.464 -0.181
C -0.664 0.569 3.169 0.697
N -1.041 -0.255 4.157 -0.438
O -0.526 0.088 2.011 -0.516
H 0.733 3.516 3.065 0.391
H -0.769 3.479 2.139 0.250
H 0.584 2.385 1.735 0.174
H -0.659 2.159 4.405 0.208
H -1.037 0.024 5.123 0.187
H -1.143 -1.232 3.947 0.243
```

---

[8]
Formula: C8H14F2I2N2O4S2
Source: the OMol25 dataset
Level of theory: ωB97M-V with the def2-TZVPD basis set

Relative energy (zero: lowest compared OMol25 entry of this formula, charge and spin) = 5.117 eV
Gap between HOMO and LUMO = 7.551 eV

```
34
Properties=species:S:1:pos:R:3:mulliken_charge:R:1
C -1.142 -1.874 -1.635 -0.683
C 0.340 -2.182 -2.322 -0.051
I 0.353 -3.068 -4.371 0.033
C 1.636 -1.880 -1.596 -0.741
I 3.537 -2.324 -2.584 0.058
C 1.549 -1.208 -0.102 0.320
C 1.486 0.463 -0.133 -0.416
C 1.144 0.924 1.403 -0.703
N 2.119 0.439 2.452 -0.033
C 2.489 -1.025 2.358 -0.591
C 2.877 -1.551 0.855 -0.688
H -1.188 -2.578 -0.676 0.231
H -1.189 -0.772 -1.229 0.090
H -2.046 -2.170 -2.318 0.376
H 0.616 -1.545 0.532 0.303
H 0.755 0.874 -0.949 0.330
H 2.590 0.797 -0.437 0.321
H 1.114 2.117 1.392 0.268
H 0.080 0.479 1.692 0.354
H 1.628 0.559 3.389 0.385
H 2.956 1.092 2.507 0.439
H 3.473 -1.160 3.021 0.352
H 1.657 -1.715 2.812 0.315
H 2.978 -2.718 0.838 0.323
H 3.804 -0.990 0.367 0.367
N -4.012 1.982 -1.416 -0.385
S -4.907 2.586 -0.276 1.099
O -4.744 4.003 0.029 -0.589
O -5.241 1.724 0.852 -0.593
F -6.318 2.617 -1.036 -0.271
S -2.504 1.895 -0.980 1.217
O -1.582 1.656 -2.089 -0.628
O -2.178 1.158 0.235 -0.538
F -2.128 3.394 -0.586 -0.270
```

---

Number 1: calculated total energy -223863.0555 eV. Number 2: calculated total energy -9845.7265 eV. Number 3: calculated total energy -7261.0126 eV. Number 4: calculated total energy -128174.6521 eV. Number 5: calculated total energy -12913.7418 eV. Number 6: calculated total energy -12479.5166 eV. Number 7: calculated total energy -135514.3824 eV. Number 8: calculated total energy -62993.4035 eV.